Below is one molecule with the formula C4H9FN2O at a distorted geometry, with properties calculated with ωB97M-V/def2-TZVPD.

The value obtained for the highest occupied orbital energy is -8.209 eV. As for the SMILES: CN/N=C(\CF)OC. The molar mass comes out at 120.127 g/mol. Its energy relative to the best compared isomer or geometry (same formula, charge and spin) is 58.42 kcal per mole. The total energy comes out at -442.309249 Ha. For the max |F|, the calculation gives 3.92 eV/A. The charge is 0.

Atoms and positions in Å:
O -0.81024 -0.70768 -1.63199
H -2.51455 -0.27501 -0.25241
N 0.93308 -0.06756 1.27901
H -0.09758 0.89210 2.88164
N -0.11090 -0.58222 0.46395
H 1.53345 1.22770 2.69755
H 1.30898 -0.91011 1.83728
C 0.07400 -0.26087 -0.78855
H 1.39742 1.15317 -0.70914
C 1.33032 0.26551 -1.38195
C 0.65456 1.02325 2.09016
H -2.23074 -1.96086 -0.74239
F 1.17111 0.67833 -2.71897
H 2.12591 -0.66859 -1.32811
C -2.19320 -0.93550 -1.16604
H 0.27198 1.99565 1.58296
H -2.84358 -0.86733 -2.11300